{"formula": "C33H31AsBrCrF5N3O4PS", "method": "ωB97M-V/def2-TZVPD", "total_charge": 3, "de_lowest_kj_mol": 0.00, "orbital_gap_ev": [7.324, 7.547], "e_tot_ha": -8833.7124, "spin_multiplicity": 4, "symbols": ["Cr", "F", "C", "C", "F", "C", "F", "C", "S", "C", "F", "C", "F", "C", "C", "C", "C", "C", "Br", "N", "C", "H", "H", "H", "H", "H", "H", "O", "As", "C", "C", "C", "C", "C", "C", "C", "C", "C", "C", "C", "C", "C", "C", "C", "C", "C", "C", "H", "H", "H", "H", "H", "H", "H", "H", "H", "H", "H", "H", "H", "H", "H", "N", "C", "P", "O", "O", "C", "N", "H", "H", "H", "H", "H", "H", "H", "H", "H", "H", "O", "C"], "coordinates": [[0.417, -0.923, 0.758], [-5.700, -2.900, -0.591], [-4.386, -2.851, -0.636], [-3.683, -2.156, 0.338], [-4.312, -1.530, 1.325], [-2.308, -2.128, 0.258], [-1.629, -1.433, 1.244], [-1.575, -2.738, -0.740], [0.185, -2.600, -0.857], [-2.306, -3.432, -1.698], [-1.664, -4.051, -2.682], [-3.691, -3.494, -1.655], [-4.351, -4.157, -2.580], [3.391, 0.522, -3.457], [3.446, 0.262, -1.982], [4.606, 0.433, -1.230], [4.601, 0.163, 0.126], [3.429, -0.275, 0.713], [3.439, -0.668, 2.549], [2.292, -0.443, 0.022], [2.320, -0.171, -1.305], [4.265, 1.079, -3.789], [2.498, 1.090, -3.718], [3.363, -0.417, -4.011], [5.517, 0.777, -1.705], [5.488, 0.284, 0.730], [1.386, -0.302, -1.831], [-0.433, 0.360, -0.286], [-0.654, 1.999, -0.745], [-2.518, 2.302, -0.621], [-3.120, 3.162, -1.534], [-4.481, 3.411, -1.429], [-5.222, 2.801, -0.426], [-4.613, 1.939, 0.480], [-3.254, 1.687, 0.388], [0.325, 3.091, 0.460], [-0.360, 3.881, 1.378], [0.361, 4.633, 2.297], [1.748, 4.593, 2.292], [2.430, 3.814, 1.362], [1.722, 3.061, 0.440], [-0.065, 2.217, -2.533], [-0.521, 1.313, -3.493], [-0.213, 1.532, -4.826], [0.535, 2.647, -5.193], [0.987, 3.541, -4.232], [0.687, 3.332, -2.892], [-2.544, 3.629, -2.325], [-4.963, 4.076, -2.132], [-6.283, 2.996, -0.350], [-5.200, 1.467, 1.257], [-2.777, 1.012, 1.089], [-1.443, 3.915, 1.377], [-0.162, 5.255, 3.011], [2.304, 5.187, 3.005], [3.512, 3.813, 1.347], [2.251, 2.483, -0.310], [-1.124, 0.458, -3.206], [-0.568, 0.844, -5.582], [0.760, 2.821, -6.236], [1.562, 4.409, -4.526], [1.022, 4.042, -2.145], [1.273, -5.048, 1.016], [1.974, -4.688, 2.292], [1.203, -3.299, 3.217], [2.120, -2.879, 4.300], [0.698, -2.375, 2.132], [-0.283, -3.913, 4.157], [0.133, -3.983, 5.603], [1.902, -5.547, 0.380], [0.906, -4.204, 0.496], [0.476, -5.667, 1.173], [2.973, -4.328, 2.040], [2.095, -5.583, 2.900], [-0.686, -4.875, 3.845], [-1.070, -3.167, 4.062], [0.325, -4.937, 5.915], [-0.566, -3.591, 6.236], [1.024, -3.438, 5.664], [0.365, 1.297, 3.325], [0.414, 0.558, 2.491]], "mulliken_spin": [3.134, 0.000, 0.001, 0.001, 0.000, 0.019, 0.012, -0.006, -0.119, 0.001, 0.001, -0.001, 0.000, -0.001, -0.012, 0.013, -0.004, 0.022, 0.003, -0.127, 0.007, 0.000, 0.000, 0.000, 0.000, 0.000, 0.019, 0.026, -0.017, 0.005, -0.001, 0.000, 0.000, -0.001, -0.001, 0.005, -0.002, 0.000, 0.000, 0.002, 0.000, 0.002, 0.006, 0.002, 0.000, 0.000, -0.001, 0.000, 0.000, 0.000, 0.000, -0.002, 0.000, 0.000, 0.000, 0.000, 0.000, 0.000, 0.000, 0.000, 0.000, 0.000, 0.001, 0.006, 0.001, 0.001, -0.019, 0.000, 0.000, 0.000, -0.002, -0.001, -0.001, 0.000, 0.000, -0.001, 0.000, 0.000, 0.000, 0.008, 0.022]}

{"formula": "C6H15NO2", "method": "ωB97M-V/def2-TZVPD", "smiles": "C/N=C(/C)O.CCOC", "de_lowest_kj_mol": 257.85, "orbital_gap_ev": 10.235, "e_tot_ha": -442.7830, "symbols": ["C", "C", "C", "O", "H", "H", "H", "H", "H", "H", "H", "H", "C", "C", "C", "O", "N", "H", "H", "H", "H", "H", "H", "H"], "coordinates": [[-1.042, -1.217, 1.136], [-2.183, -1.844, -1.024], [0.034, -1.987, 1.815], [-0.991, -1.897, -0.286], [-2.042, -1.424, 1.531], [-0.828, -0.156, 0.981], [-3.018, -2.304, -0.468], [-2.463, -0.805, -1.254], [-2.024, -2.374, -1.962], [0.067, -2.788, 0.965], [0.991, -1.475, 1.812], [-0.254, -2.365, 2.792], [1.040, 2.733, 1.221], [0.900, 0.398, -1.713], [1.172, 1.567, -0.818], [1.885, 2.594, -1.384], [0.778, 1.593, 0.375], [2.182, 2.344, -2.266], [0.168, 3.391, 1.222], [1.202, 2.369, 2.236], [1.918, 3.317, 0.930], [0.289, 0.714, -2.561], [0.380, -0.389, -1.175], [1.839, 0.003, -2.104]], "mulliken_charge": [-0.159, -0.763, -0.982, -0.392, 0.419, 0.233, 0.305, 0.287, 0.255, 0.235, 0.267, 0.324, -1.013, -0.943, 0.739, -0.549, -0.225, 0.321, 0.294, 0.285, 0.350, 0.348, -0.025, 0.388]}

{"formula": "C22H29N2", "method": "ωB97M-V/def2-TZVPD", "total_charge": 1, "de_lowest_kj_mol": 107.88, "orbital_gap_ev": 4.787, "e_tot_ha": -964.9675, "symbols": ["C", "C", "C", "C", "C", "C", "C", "C", "C", "C", "C", "H", "H", "H", "H", "H", "H", "H", "H", "H", "H", "H", "H", "H", "H", "H", "C", "C", "C", "C", "N", "C", "C", "C", "C", "C", "C", "N", "C", "H", "H", "H", "H", "H", "H", "H", "H", "H", "H", "H", "H", "H", "H"], "coordinates": [[-2.992, 0.175, 1.496], [-1.765, 0.984, 1.630], [-0.407, 0.714, 1.365], [0.554, 1.775, 1.167], [0.160, 3.218, 1.020], [1.908, 1.492, 1.023], [2.405, 0.185, 1.018], [3.880, -0.092, 1.012], [1.473, -0.858, 1.060], [0.102, -0.621, 1.209], [-0.819, -1.781, 1.130], [-3.825, 0.889, 1.317], [-2.973, -0.433, 0.580], [-3.349, -0.447, 2.350], [-2.021, 2.056, 1.727], [1.069, 3.838, 1.045], [-0.336, 3.458, 0.066], [-0.488, 3.535, 1.839], [2.619, 2.312, 0.920], [4.053, -1.171, 1.017], [4.383, 0.333, 0.134], [4.373, 0.328, 1.899], [1.846, -1.878, 0.985], [-0.257, -2.719, 1.050], [-1.449, -1.818, 2.021], [-1.470, -1.727, 0.247], [-6.106, -4.551, 6.045], [-5.898, -3.477, 4.965], [-4.713, -2.605, 5.178], [-4.128, -2.543, 6.460], [-4.639, -3.266, 7.500], [-5.885, -3.981, 7.430], [-4.203, -3.123, 8.861], [-2.721, -2.822, 8.924], [-2.340, -1.675, 7.966], [-2.986, -1.730, 6.620], [-2.518, -0.988, 5.505], [-3.078, -1.046, 4.278], [-4.170, -1.820, 4.137], [-7.133, -4.936, 6.007], [-5.412, -5.396, 5.899], [-5.826, -3.971, 3.993], [-6.801, -2.847, 4.962], [-6.712, -3.325, 7.744], [-5.833, -4.788, 8.171], [-4.803, -2.355, 9.373], [-4.420, -4.071, 9.369], [-2.487, -2.548, 9.963], [-2.166, -3.743, 8.678], [-2.641, -0.741, 8.468], [-1.251, -1.664, 7.865], [-1.667, -0.311, 5.585], [-4.623, -1.796, 3.142]], "mulliken_charge": [-1.050, 0.046, 0.720, 1.246, -1.729, -0.917, 0.552, -1.402, -1.027, 1.346, -1.424, 0.416, 0.435, 0.077, 0.173, 0.364, 0.349, 0.411, 0.379, 0.358, 0.360, 0.339, 0.292, 0.375, 0.171, 0.324, -0.866, -0.664, 0.588, 0.905, 0.006, -0.595, -0.590, -0.831, -0.760, 0.538, -1.372, -0.472, -1.087, 0.356, 0.311, 0.397, 0.279, 0.297, 0.405, 0.302, 0.388, 0.356, 0.308, 0.277, 0.400, 0.469, 0.473]}

{"formula": "C37H50AuCl2NPS", "method": "ωB97M-V/def2-TZVPD", "total_charge": -1, "orbital_gap_ev": [4.681, 4.532], "e_tot_ha": -3290.0896, "spin_multiplicity": 3, "symbols": ["P", "C", "C", "C", "C", "C", "C", "C", "C", "C", "C", "C", "C", "C", "C", "C", "C", "C", "C", "H", "H", "H", "H", "H", "H", "H", "H", "H", "H", "H", "H", "H", "H", "H", "H", "H", "H", "H", "H", "H", "H", "H", "H", "H", "H", "H", "H", "H", "H", "H", "H", "H", "Au", "Cl", "Cl", "C", "H", "C", "C", "C", "C", "C", "C", "H", "H", "H", "H", "H", "N", "S", "C", "C", "C", "C", "C", "C", "C", "C", "C", "C", "C", "C", "H", "H", "H", "H", "H", "H", "H", "H", "H", "H", "H"], "coordinates": [[1.429, 1.779, -0.852], [1.794, 2.501, 0.781], [2.994, 3.346, 0.461], [3.480, 3.979, 1.777], [2.357, 4.696, 2.522], [1.101, 3.841, 2.728], [0.602, 3.221, 1.419], [0.124, 2.457, -1.946], [0.814, 3.682, -2.456], [-0.063, 4.258, -3.589], [-1.501, 4.486, -3.132], [-2.143, 3.270, -2.447], [-1.262, 2.718, -1.326], [2.765, 0.819, -1.673], [3.560, -0.054, -0.686], [4.822, -0.553, -1.406], [4.502, -1.277, -2.715], [3.538, -0.514, -3.623], [2.292, -0.003, -2.883], [2.028, 1.622, 1.433], [2.704, 4.128, -0.264], [3.794, 2.748, -0.001], [4.291, 4.661, 1.533], [3.895, 3.165, 2.405], [2.735, 5.041, 3.484], [2.082, 5.594, 1.951], [1.323, 3.026, 3.442], [0.309, 4.450, 3.155], [-0.240, 2.532, 1.589], [0.261, 4.022, 0.742], [-0.031, 1.676, -2.713], [-0.037, 3.537, -4.426], [1.830, 3.447, -2.821], [0.913, 4.417, -1.637], [0.398, 5.182, -3.927], [-2.102, 4.786, -3.998], [-1.514, 5.333, -2.436], [-3.118, 3.543, -2.044], [-2.304, 2.471, -3.189], [-1.687, 1.797, -0.892], [-1.181, 3.456, -0.513], [3.368, 1.685, -2.011], [3.839, 0.514, 0.216], [2.919, -0.888, -0.339], [5.451, 0.331, -1.624], [5.385, -1.197, -0.729], [4.073, -2.260, -2.483], [5.431, -1.459, -3.257], [3.223, -1.129, -4.462], [4.054, 0.375, -4.033], [1.679, 0.613, -3.560], [1.640, -0.832, -2.539], [-0.795, -1.088, 0.154], [-0.943, -1.032, -2.250], [1.303, -0.969, 1.719], [-1.356, 0.299, 1.506], [-0.752, 0.606, 2.391], [-2.761, 0.576, 1.480], [-3.470, 0.271, 0.284], [-4.825, 0.550, 0.172], [-5.497, 1.114, 1.259], [-4.818, 1.407, 2.462], [-3.461, 1.160, 2.580], [-2.908, -0.194, -0.553], [-5.341, 0.314, -0.753], [-5.367, 1.824, 3.305], [-2.893, 1.375, 3.488], [-6.569, 1.316, 1.182], [-1.193, -3.043, 0.305], [-0.762, -3.591, 1.931], [-2.454, -4.061, 2.156], [-2.736, -4.614, 3.419], [-4.034, -5.004, 3.683], [-5.046, -4.830, 2.724], [-4.763, -4.196, 1.522], [-3.461, -3.756, 1.247], [0.185, -4.942, 1.225], [1.387, -4.649, 0.573], [2.044, -5.686, -0.082], [1.514, -6.985, -0.064], [0.323, -7.242, 0.619], [-0.364, -6.219, 1.268], [-1.169, -3.729, -0.521], [-1.914, -4.683, 4.134], [-4.250, -5.454, 4.644], [-6.047, -5.182, 2.926], [-5.528, -4.025, 0.765], [-3.223, -3.174, 0.354], [1.756, -3.630, 0.559], [2.966, -5.474, -0.623], [2.030, -7.791, -0.586], [-0.100, -8.244, 0.640], [-1.322, -6.363, 1.749]], "mulliken_spin": [0.025, -0.016, -0.003, 0.001, 0.000, 0.005, 0.073, -0.009, -0.002, 0.001, 0.000, -0.001, 0.025, 0.010, 0.003, -0.002, 0.000, -0.002, 0.016, -0.001, -0.002, 0.000, 0.000, -0.001, 0.000, 0.000, 0.000, 0.000, -0.022, -0.001, -0.003, 0.000, -0.001, 0.001, 0.000, 0.000, 0.000, 0.002, 0.000, -0.016, 0.004, -0.001, 0.005, -0.006, 0.000, 0.001, 0.000, 0.000, 0.001, 0.000, 0.002, -0.011, 0.258, 0.057, 0.162, 0.949, -0.002, -0.071, 0.279, -0.122, 0.221, -0.110, 0.187, 0.037, -0.005, -0.006, 0.007, 0.020, 0.045, 0.011, -0.006, -0.002, 0.001, -0.001, 0.000, 0.010, -0.002, -0.002, -0.002, 0.002, -0.002, 0.002, 0.003, -0.001, 0.000, 0.000, 0.000, 0.002, 0.005, 0.000, 0.000, 0.000, 0.000]}

{"formula": "C46H53BClF4MoN2O3PS", "method": "ωB97M-V/def2-TZVPD", "total_charge": 2, "orbital_gap_ev": [6.963, 7.149], "e_tot_ha": -3812.0871, "spin_multiplicity": 3, "symbols": ["Mo", "Cl", "C", "C", "C", "C", "O", "C", "C", "N", "C", "C", "C", "C", "C", "C", "C", "C", "N", "C", "C", "H", "H", "H", "H", "H", "H", "H", "H", "H", "H", "O", "P", "C", "C", "C", "C", "C", "C", "C", "C", "C", "C", "C", "C", "C", "C", "C", "C", "C", "C", "H", "H", "H", "H", "H", "H", "H", "H", "H", "H", "H", "H", "H", "H", "H", "H", "H", "H", "H", "H", "H", "H", "H", "H", "H", "H", "H", "H", "H", "H", "H", "H", "H", "O", "S", "C", "C", "C", "C", "C", "C", "C", "C", "C", "C", "C", "C", "H", "H", "H", "H", "H", "H", "H", "H", "H", "H", "F", "B", "F", "F", "F"], "coordinates": [[0.212, 0.712, -0.829], [6.935, -0.993, -3.057], [5.269, -0.860, -2.643], [4.320, -1.611, -3.346], [2.982, -1.516, -3.032], [2.556, -0.661, -2.015], [1.248, -0.598, -1.762], [3.508, 0.096, -1.297], [3.168, 0.975, -0.223], [1.959, 1.279, 0.143], [1.709, 2.115, 1.273], [2.578, 2.312, 2.313], [2.255, 3.206, 3.355], [1.072, 3.890, 3.349], [0.134, 3.673, 2.313], [-1.118, 4.330, 2.244], [-1.981, 4.053, 1.221], [-1.620, 3.083, 0.274], [-0.464, 2.452, 0.314], [0.442, 2.754, 1.295], [4.873, -0.027, -1.627], [4.649, -2.267, -4.140], [2.238, -2.086, -3.572], [3.999, 1.426, 0.315], [3.521, 1.783, 2.355], [2.963, 3.349, 4.158], [0.835, 4.591, 4.138], [-1.377, 5.051, 3.008], [-2.939, 4.544, 1.138], [-2.297, 2.801, -0.526], [5.611, 0.543, -1.079], [-0.276, -0.318, 0.758], [-0.926, -1.641, 1.310], [-0.250, -1.737, 2.998], [1.244, -1.373, 3.059], [1.661, -1.167, 4.515], [1.357, -2.396, 5.367], [-0.110, -2.797, 5.256], [-0.512, -3.018, 3.798], [-2.738, -1.457, 1.245], [-3.224, -0.001, 1.294], [-3.291, 0.580, 2.699], [-4.180, -0.284, 3.587], [-3.665, -1.719, 3.634], [-3.527, -2.331, 2.239], [-0.486, -2.910, 0.082], [1.011, -3.258, 0.018], [1.421, -4.438, 0.896], [0.516, -5.649, 0.693], [-0.947, -5.288, 0.922], [-1.376, -4.160, -0.008], [-0.797, -0.919, 3.489], [1.442, -0.468, 2.481], [1.837, -2.180, 2.620], [1.124, -0.300, 4.917], [2.725, -0.927, 4.561], [1.620, -2.208, 6.408], [1.983, -3.229, 5.032], [-0.743, -2.017, 5.693], [-0.299, -3.708, 5.826], [-1.553, -3.335, 3.737], [0.088, -3.831, 3.386], [-2.941, -1.822, 0.232], [-4.233, -0.006, 0.869], [-2.622, 0.616, 0.631], [-3.679, 1.600, 2.653], [-2.285, 0.653, 3.133], [-5.199, -0.271, 3.188], [-4.233, 0.126, 4.596], [-4.338, -2.344, 4.223], [-2.706, -1.729, 4.160], [-4.527, -2.448, 1.811], [-3.113, -3.340, 2.299], [-0.724, -2.312, -0.812], [1.624, -2.379, 0.243], [1.220, -3.511, -1.027], [1.404, -4.149, 1.951], [2.458, -4.697, 0.673], [0.819, -6.457, 1.360], [0.636, -6.026, -0.328], [-1.102, -5.001, 1.967], [-1.584, -6.156, 0.746], [-2.427, -3.908, 0.130], [-1.293, -4.510, -1.041], [0.341, 2.037, -2.330], [-0.461, 2.060, -3.688], [0.834, 1.935, -4.890], [0.439, 1.588, -6.174], [1.409, 1.469, -7.156], [2.746, 1.674, -6.840], [3.123, 2.000, -5.544], [2.164, 2.136, -4.552], [-1.007, 3.728, -3.797], [-2.386, 3.896, -3.815], [-2.897, 5.185, -3.889], [-2.031, 6.267, -3.937], [-0.650, 6.080, -3.917], [-0.125, 4.804, -3.853], [-0.603, 1.405, -6.405], [1.122, 1.203, -8.163], [3.499, 1.572, -7.610], [4.166, 2.153, -5.305], [2.444, 2.383, -3.537], [-3.041, 3.034, -3.787], [-3.966, 5.340, -3.920], [-2.431, 7.270, -4.004], [0.010, 6.934, -3.969], [0.944, 4.640, -3.860], [-1.670, 0.319, -1.573], [-2.299, -0.614, -2.772], [-3.262, 0.184, -3.280], [-1.212, -0.818, -3.567], [-2.720, -1.711, -2.093]], "mulliken_spin": [1.908, -0.002, -0.012, 0.019, -0.013, 0.042, 0.057, -0.020, 0.075, -0.046, -0.002, -0.017, 0.002, -0.005, 0.000, 0.005, 0.001, 0.013, -0.036, 0.035, 0.024, 0.001, 0.000, -0.005, 0.001, 0.000, 0.000, 0.000, 0.000, -0.007, 0.001, -0.039, 0.008, 0.010, -0.005, 0.001, 0.000, 0.000, 0.001, 0.001, -0.001, 0.002, 0.000, -0.001, 0.001, 0.001, 0.013, 0.000, 0.000, 0.001, 0.001, 0.001, 0.004, -0.001, 0.000, 0.000, 0.000, 0.000, 0.000, 0.000, 0.000, 0.000, 0.001, 0.000, -0.001, 0.000, 0.000, 0.000, 0.000, 0.000, 0.000, 0.000, 0.000, -0.011, 0.001, 0.000, 0.000, 0.000, 0.000, 0.000, 0.000, 0.000, 0.000, 0.000, -0.005, 0.012, 0.001, -0.001, 0.001, 0.000, 0.000, 0.003, 0.006, 0.000, 0.000, 0.000, 0.001, -0.001, 0.000, 0.000, 0.000, 0.000, 0.000, -0.001, 0.000, 0.000, 0.000, -0.001, -0.017, -0.003, 0.000, -0.002, 0.003]}

{"formula": "C4H10NO3", "method": "ωB97M-V/def2-TZVPD", "total_charge": 1, "de_lowest_kj_mol": 290.84, "orbital_gap_ev": 9.423, "e_tot_ha": -438.5516, "symbols": ["O", "C", "C", "C", "C", "O", "N", "H", "H", "H", "H", "H", "H", "H", "H", "H", "H", "O"], "coordinates": [[1.102, -1.763, 1.191], [0.405, -0.874, 1.535], [-0.441, -0.196, 0.321], [-0.212, 1.244, 0.165], [1.316, 1.558, -0.270], [2.121, 0.791, 0.038], [-1.938, -0.425, 0.414], [0.184, -0.376, 2.487], [0.035, -0.836, -0.458], [-0.769, 1.828, -0.543], [-0.154, 1.890, 1.161], [1.334, 2.516, -0.734], [-2.120, -1.300, -0.129], [-2.246, -0.742, 1.399], [-2.633, 0.269, 0.065], [1.080, -1.378, -2.940], [1.859, -1.310, -1.650], [1.077, -0.896, -2.053]], "mulliken_charge": [-0.374, -0.013, 0.102, -0.956, 0.004, -0.394, -0.246, 0.382, 0.101, 0.498, 0.299, 0.417, 0.432, 0.427, 0.353, 0.294, 0.330, -0.658]}